1.
DFT (wB97M-V/def2-TZVPD) results for C2HIS in the gas phase.

The geometry in ORCA input format:
```
! wB97M-V def2-TZVPD RIJCOSX def2/J DEFGRID3
* xyz 0 1
S -0.0519 1.1810 0.2217
C -1.6752 0.8472 0.3569
C -2.9802 0.2991 0.0638
I -4.9535 0.0394 0.3121
H 0.4059 -0.0882 0.1539
*
```

Properties
E_LUMO (eV): -0.170
Orbital gap (eV): 8.1
SMILES: SC#CI
Energy relative to the best compared isomer or geometry (same formula, charge and spin) (kJ/mol): 215.7
HOMO (eV): -8.3

Charges per atom according to natural (NBO) partitioning, unit e: S 0.160; C -0.294; C -0.344; I 0.339; H 0.140

---

2.
DFT (wB97M-V/def2-TZVPD) results for a molecular structure, C2HIrO2.

The geometry in ORCA input format:
```
! wB97M-V def2-TZVPD RIJCOSX def2/J DEFGRID3
* xyz 2 5
O -1.0218 1.5978 -0.7650
C -0.8321 0.5899 -0.1585
C 0.7038 -0.1662 -0.0869
O 0.7318 -1.2709 0.4450
H 1.5666 0.1844 -0.6872
Ir -1.1484 -0.9349 1.2525
*
```

Properties
E_LUMO (alpha / beta) (eV): -13.104 / -14.839
Orbital gap (alpha / beta) (eV): 8.6 / 8.5
Energy relative to the best compared isomer or geometry (same formula, charge and spin) (kJ/mol): 70.9
HOMO (alpha / beta) (eV): -21.7 / -23.3

Charges per atom according to natural (NBO) partitioning, unit e: O -0.095; C 0.240; C 0.451; O -0.412; H 0.329; Ir 1.487

---

3.
DFT (wB97M-V/def2-TZVPD) results for 2 unconnected molecules or ions with the total composition C2HN2O2.

The geometry in ORCA input format:
```
! wB97M-V def2-TZVPD RIJCOSX def2/J DEFGRID3
* xyz -1 1
C 0.1465 -1.7930 0.0116
C -0.1024 -0.4944 0.3955
N 0.4557 -2.8937 -0.2752
N -2.0486 -0.0621 0.0427
O -2.1856 1.0768 -0.2670
O -2.9555 -0.8551 0.2614
H 0.4024 0.4917 -0.0639
*
```

Properties
E_LUMO (eV): 4.343
Orbital gap (eV): 7.9
Energy relative to the best compared isomer or geometry (same formula, charge and spin) (kJ/mol): 467.4
HOMO (eV): -3.5

Charges per atom according to natural (NBO) partitioning, unit e: C 0.160; C -0.501; N -0.472; N 0.512; O -0.446; O -0.461; H 0.207

---

4.
DFT (wB97M-V/def2-TZVPD) results for a gas-phase ion, C2HN2O2 (charge +1).

The geometry in ORCA input format:
```
! wB97M-V def2-TZVPD RIJCOSX def2/J DEFGRID3
* xyz 1 1
C 1.4282 0.1456 0.2217
C -1.5896 0.5375 0.0416
N -0.5743 -0.1728 0.0050
N -0.0074 -1.4404 0.1626
O -2.4466 1.2496 0.0388
O 1.2853 -1.1348 0.0722
H 1.9044 0.8153 -0.5420
*
```

Properties
E_LUMO (alpha / beta) (eV): -8.060 / -8.008
Orbital gap (alpha / beta) (eV): 8.6 / 8.1
Energy relative to the best compared isomer or geometry (same formula, charge and spin) (kJ/mol): 311.5
HOMO (alpha / beta) (eV): -16.6 / -16.1

Charges per atom according to natural (NBO) partitioning, unit e: C 0.507; C 0.969; N -0.504; N 0.279; O -0.260; O -0.232; H 0.241

---

5.
DFT (wB97M-V/def2-TZVPD) results for a gas-phase ion, C2HN2O2S (charge -1).

The geometry in ORCA input format:
```
! wB97M-V def2-TZVPD RIJCOSX def2/J DEFGRID3
* xyz -1 1
N 2.5650 -0.8402 0.5171
C 1.4498 -0.6016 0.4397
C 0.0243 -0.4369 0.2190
S -0.5614 -2.0954 0.2979
O -0.0200 0.2197 -1.0587
N 0.2191 -0.7953 -2.0909
O 0.0290 -0.3521 -3.1718
H -0.6122 0.3599 0.7755
*
```

Properties
E_LUMO (eV): 3.870
Orbital gap (eV): 7.2
SMILES: N#C[C@H]([S-])ON=O
Energy relative to the best compared isomer or geometry (same formula, charge and spin) (kJ/mol): 20.0
HOMO (eV): -3.3

Charges per atom according to natural (NBO) partitioning, unit e: N -0.407; C 0.273; C -0.207; S -0.525; O -0.440; N 0.402; O -0.312; H 0.216

---

6.
DFT (wB97M-V/def2-TZVPD) results for 2 unconnected molecules or ions with the total composition C2HN3O2.

The geometry in ORCA input format:
```
! wB97M-V def2-TZVPD RIJCOSX def2/J DEFGRID3
* xyz 0 1
C -0.3089 0.9097 -1.9405
C 0.7622 -1.7382 0.0269
N -0.8730 1.2149 -0.9799
N -1.0422 1.3184 0.3279
N 0.0549 0.9361 0.7569
O 1.2711 -1.6360 -1.0102
O 0.2032 -1.9965 1.0054
H -0.0674 0.9915 1.8135
*
```

Properties
E_LUMO (eV): -0.889
Orbital gap (eV): 10.6
Energy relative to the best compared isomer or geometry (same formula, charge and spin) (kJ/mol): 398.6
HOMO (eV): -11.4

Charges per atom according to natural (NBO) partitioning, unit e: C 0.345; C 1.025; N -0.441; N 0.042; N -0.277; O -0.500; O -0.526; H 0.332

---

7.
DFT (wB97M-V/def2-TZVPD) results for 2 unconnected molecules or ions with the total composition C2HN3O2.

The geometry in ORCA input format:
```
! wB97M-V def2-TZVPD RIJCOSX def2/J DEFGRID3
* xyz 0 1
N 1.9439 1.3975 -0.2138
C 0.7616 0.8975 0.2346
N 0.9010 -0.2450 -0.6312
N 2.1520 0.1300 -0.4121
H 0.3726 -1.1935 -0.5201
O -1.5677 0.6500 0.9247
C -2.0441 -0.3311 0.4987
O -2.5193 -1.3054 0.1192
*
```

Properties
E_LUMO (alpha / beta) (eV): -0.449 / -0.449
Orbital gap (alpha / beta) (eV): 9.3 / 9.3
SMILES: n1c2[nH]n1-2.O=C=O
Energy relative to the best compared isomer or geometry (same formula, charge and spin) (kJ/mol): 631.6
HOMO (alpha / beta) (eV): -9.8 / -9.8

Charges per atom according to natural (NBO) partitioning, unit e: N -0.299; C 0.310; N -0.510; N 0.087; H 0.406; O -0.496; C 1.010; O -0.510

---

8.
DFT (wB97M-V/def2-TZVPD) results for C2HN3O3 in the gas phase.

The geometry in ORCA input format:
```
! wB97M-V def2-TZVPD RIJCOSX def2/J DEFGRID3
* xyz 0 1
O 0.2616 1.1574 -2.0054
C 0.4646 1.1978 -0.8080
N 0.2507 0.1069 0.0423
O 0.3280 0.4059 1.3820
N -0.2428 -0.7637 1.9822
N -0.6805 -1.5397 1.1433
C -0.4479 -1.0680 -0.2058
O -0.7891 -1.5591 -1.2065
H 0.8553 2.0625 -0.3240
*
```

Properties
E_LUMO (eV): -0.949
Orbital gap (eV): 10.2
SMILES: O=Cn1onnc1=O
Energy relative to the best compared isomer or geometry (same formula, charge and spin) (kJ/mol): 472.6
HOMO (eV): -11.1

Here are the natural (NBO) charges for atoms 1 to 8, given in e: O -0.485; C 0.518; N -0.222; O -0.184; N 0.201; N -0.208; C 0.698; O -0.469

---

9.
DFT (wB97M-V/def2-TZVPD) results for C2HN3O3 in the gas phase.

The geometry in ORCA input format:
```
! wB97M-V def2-TZVPD RIJCOSX def2/J DEFGRID3
* xyz 0 1
N -2.2407 -1.5067 -0.0881
C -1.2940 -0.9068 0.1075
N -0.0614 -0.0274 0.1146
C 1.1875 -0.6445 -0.0787
O 1.3067 -1.7999 0.1575
N -0.2653 1.3225 0.0509
O -1.4137 1.5993 0.1896
O 0.7134 2.0366 -0.0692
H 2.0675 -0.0731 -0.3841
*
```

Properties
E_LUMO (eV): -0.879
Orbital gap (eV): 11.0
SMILES: N#CN(C=O)[N+](=O)[O-]
Energy relative to the best compared isomer or geometry (same formula, charge and spin) (kJ/mol): 636.1
HOMO (eV): -11.9

Here are the natural (NBO) charges for atoms 1 to 8, given in e: N -0.254; C 0.416; N -0.350; C 0.520; O -0.486; N 0.657; O -0.325; O -0.364

---

10.
DFT (wB97M-V/def2-TZVPD) results for 2 unconnected molecules or ions with the total composition C2HN3O3.

The geometry in ORCA input format:
```
! wB97M-V def2-TZVPD RIJCOSX def2/J DEFGRID3
* xyz 0 1
O 1.6938 -0.6125 -2.2494
C 0.9461 -0.7679 -1.3169
N -0.0372 -1.2144 -0.6207
C -0.4232 -0.6087 0.6428
O 0.4220 -0.3243 1.5293
O -1.8536 -0.5587 0.8707
H -2.3486 -1.0724 0.2935
N 0.2053 2.1937 0.3065
N 1.3953 2.9653 0.5441
*
```

Properties
E_LUMO (eV): -1.323
Orbital gap (eV): 9.9
SMILES: O=C=NC(=O)O.N#N
Energy relative to the best compared isomer or geometry (same formula, charge and spin) (kJ/mol): 555.8
HOMO (eV): -11.3

Here are the natural (NBO) charges for atoms 1 to 8, given in e: O -0.440; C 0.922; N -0.640; C 0.891; O -0.543; O -0.677; H 0.492; N -0.032

---

11.
DFT (wB97M-V/def2-TZVPD) results for 2 unconnected molecules or ions with the total composition C2HN5.

The geometry in ORCA input format:
```
! wB97M-V def2-TZVPD RIJCOSX def2/J DEFGRID3
* xyz 0 1
C 0.0558 2.4849 -0.8862
C -0.2076 1.3512 -0.6310
N -0.1034 -2.5248 0.2899
N 0.1454 -1.9894 1.4939
N -0.1936 -1.5930 -0.5708
N 0.2052 -0.7232 1.3840
N 0.0137 -0.4983 0.1131
H 0.0844 3.4925 -1.1930
*
```

Properties
E_LUMO (eV): -2.821
Orbital gap (eV): 9.2
Energy relative to the best compared isomer or geometry (same formula, charge and spin) (kJ/mol): 590.1
HOMO (eV): -12.0

Charges per atom according to natural (NBO) partitioning, unit e: C -0.259; C 0.207; N -0.070; N -0.070; N -0.051; N -0.051; N 0.038; H 0.257

---

12.
DFT (wB97M-V/def2-TZVPD) results for 2 unconnected molecules or ions with the total composition C2HN5O2S.

The geometry in ORCA input format:
```
! wB97M-V def2-TZVPD RIJCOSX def2/J DEFGRID3
* xyz 0 1
C 1.5891 1.0164 -0.1010
C -1.7111 0.4275 0.2751
N 2.7352 1.1298 0.0173
N -1.6872 1.6803 -0.2160
N -0.4672 2.0253 -0.4016
N 0.2789 0.9642 -0.0895
N -0.4793 -0.1021 0.3333
O -0.2103 -3.0991 -0.2131
O 1.5857 -1.6444 -0.7494
S 0.8449 -2.2611 0.2981
H -2.4787 -0.1367 0.8468
*
```

Properties
E_LUMO (eV): -0.974
Orbital gap (eV): 10.7
Energy relative to the best compared isomer or geometry (same formula, charge and spin) (kJ/mol): 0.0
HOMO (eV): -11.7

Here are the natural (NBO) charges for atoms 1 to 8, given in e: C 0.403; C 0.140; N -0.214; N -0.227; N 0.049; N -0.113; N -0.263; O -0.850

---

13.
DFT (wB97M-V/def2-TZVPD) results for 2 unconnected molecules or ions with the total composition C2HN5O3.

The geometry in ORCA input format:
```
! wB97M-V def2-TZVPD RIJCOSX def2/J DEFGRID3
* xyz 0 1
C -0.6702 1.6538 -0.2051
C 1.6461 1.3344 0.2221
N -1.6883 2.2181 -0.3004
N 2.6217 1.9456 0.2730
N 0.3582 1.0239 0.2150
N -0.2464 -1.0095 0.5263
N 0.3140 -1.6019 -0.6938
O 1.4633 -1.3896 -0.8117
O -0.4084 -2.3095 -1.3457
O -1.5657 -0.8840 0.6124
H -1.8242 -0.9814 1.5078
*
```

Properties
E_LUMO (alpha / beta) (eV): -3.760 / -3.762
Orbital gap (alpha / beta) (eV): 6.7 / 6.7
Energy relative to the best compared isomer or geometry (same formula, charge and spin) (kJ/mol): 208.8
HOMO (alpha / beta) (eV): -10.4 / -10.4

Here are the natural (NBO) charges for atoms 1 to 8, given in e: C 0.393; C 0.409; N -0.293; N -0.276; N -0.469; N 0.153; N 0.594; O -0.289

---

14.
DFT (wB97M-V/def2-TZVPD) results for 2 unconnected molecules or ions with the total composition C2HNO.

The geometry in ORCA input format:
```
! wB97M-V def2-TZVPD RIJCOSX def2/J DEFGRID3
* xyz 0 1
C -2.9519 -0.2209 0.0670
C -0.3629 1.4219 0.0459
N -4.0823 -0.6852 0.1412
O 0.7237 1.7361 0.0868
H -2.2060 0.4910 0.0524
*
```

Properties
E_LUMO (eV): 0.497
Orbital gap (eV): 12.6
Energy relative to the best compared isomer or geometry (same formula, charge and spin) (kJ/mol): 55.1
HOMO (eV): -12.1

Charges per atom according to natural (NBO) partitioning, unit e: C 0.050; C 0.503; N -0.296; O -0.463; H 0.206

---

15.
DFT (wB97M-V/def2-TZVPD) results for 2 unconnected molecules or ions with the total composition C2HNO2S.

The geometry in ORCA input format:
```
! wB97M-V def2-TZVPD RIJCOSX def2/J DEFGRID3
* xyz 0 1
C 0.6255 -0.7372 -0.8486
C 0.7936 0.2575 2.4736
N 0.6607 -1.8878 -0.7009
O 0.6329 1.3137 2.9221
O 0.9301 -3.1285 -0.4857
S 1.0366 -1.2062 2.0795
H 1.7972 -3.5034 -0.7072
*
```

Properties
E_LUMO (eV): 0.014
Orbital gap (eV): 10.2
Energy relative to the best compared isomer or geometry (same formula, charge and spin) (kJ/mol): 396.0
HOMO (eV): -10.2

Charges per atom according to natural (NBO) partitioning, unit e: C 0.205; C 0.432; N -0.209; O -0.452; O -0.502; S 0.016; H 0.511

---

16.
DFT (wB97M-V/def2-TZVPD) results for C2HNO2S2 in the gas phase.

The geometry in ORCA input format:
```
! wB97M-V def2-TZVPD RIJCOSX def2/J DEFGRID3
* xyz 0 1
C -0.9007 0.4577 0.1907
C 0.1891 0.0930 1.3465
N 0.6146 -0.3299 -1.7177
O -1.6382 1.3625 0.3508
O -0.2352 -0.3389 2.3734
S -0.7824 -0.7384 -1.1392
S 1.5942 0.6085 0.6656
H 1.1585 -1.1146 -2.0702
*
```

Properties
E_LUMO (alpha / beta) (eV): -2.020 / -2.692
Orbital gap (alpha / beta) (eV): 7.3 / 6.8
Energy relative to the best compared isomer or geometry (same formula, charge and spin) (kJ/mol): 288.9
HOMO (alpha / beta) (eV): -9.3 / -9.5

Charges per atom according to natural (NBO) partitioning, unit e: C 0.307; C 0.210; N -0.797; O -0.419; O -0.492; S 0.654; S 0.162; H 0.375

---

17.
DFT (wB97M-V/def2-TZVPD) results for 2 unconnected molecules or ions with the total composition C2HNO2S2.

The geometry in ORCA input format:
```
! wB97M-V def2-TZVPD RIJCOSX def2/J DEFGRID3
* xyz 0 1
O 2.5743 -1.0202 0.1651
C 1.8872 -0.1772 -0.1868
N 1.7078 1.0039 -0.7668
S 0.1834 0.2289 -0.2470
H 2.1795 1.6796 -0.3230
O -3.0099 0.1255 1.5238
C -2.8502 -0.4767 0.5374
S -2.6720 -1.3638 -0.7028
*
```

Properties
E_LUMO (eV): -0.015
Orbital gap (eV): 9.4
SMILES: O=C1NS1.O=C=S
Energy relative to the best compared isomer or geometry (same formula, charge and spin) (kJ/mol): 104.9
HOMO (eV): -9.4

Charges per atom according to natural (NBO) partitioning, unit e: O -0.477; C 0.601; N -0.683; S 0.170; H 0.381; O -0.454; C 0.408; S 0.054

---

18.
DFT (wB97M-V/def2-TZVPD) results for a molecular structure, C2HNO3.

The geometry in ORCA input format:
```
! wB97M-V def2-TZVPD RIJCOSX def2/J DEFGRID3
* xyz 0 1
O -0.1442 0.4847 2.3465
C 0.0976 0.2931 1.2016
O 1.0225 0.3428 0.3396
C 0.2541 -0.2101 -1.2464
N -0.8897 -0.4283 -0.8821
O -1.2613 -0.2520 0.3471
H 0.9210 -0.2301 -2.1063
*
```

Properties
E_LUMO (eV): -0.105
Orbital gap (eV): 10.8
Energy relative to the best compared isomer or geometry (same formula, charge and spin) (kJ/mol): 307.9
HOMO (eV): -10.9

Charges per atom according to natural (NBO) partitioning, unit e: O -0.535; C 0.964; O -0.561; C 0.293; N -0.038; O -0.375; H 0.252

---

19.
DFT (wB97M-V/def2-TZVPD) results for 2 unconnected molecules or ions with the total composition C2HNO3S.

The geometry in ORCA input format:
```
! wB97M-V def2-TZVPD RIJCOSX def2/J DEFGRID3
* xyz 0 1
C -1.6806 0.1811 0.1551
C 2.3991 0.7420 -0.3533
N -2.3657 -0.7545 -0.1569
O -1.1901 1.2067 0.0973
O 3.0131 1.7051 -0.6895
O 0.9423 -0.8543 0.9352
S 1.7724 -0.7809 -0.3170
H -2.8904 -1.4452 0.3291
*
```

Properties
E_LUMO (eV): -1.549
Orbital gap (eV): 7.7
Energy relative to the best compared isomer or geometry (same formula, charge and spin) (kJ/mol): 250.8
HOMO (eV): -9.3

Charges per atom according to natural (NBO) partitioning, unit e: C 0.868; C 0.405; N -0.783; O -0.509; O -0.376; O -0.939; S 0.914; H 0.420

---

20.
DFT (wB97M-V/def2-TZVPD) results for C2HNO4 in the gas phase.

The geometry in ORCA input format:
```
! wB97M-V def2-TZVPD RIJCOSX def2/J DEFGRID3
* xyz 0 1
O -2.2624 -0.5715 0.1198
C -1.1560 -0.1724 -0.0216
O -0.7490 1.1390 -0.1883
N 0.6729 1.2143 0.1993
C 1.0070 0.0162 -0.0231
O 2.2058 -0.4086 0.0036
O 0.0482 -0.9394 -0.0795
H 2.2430 -1.3190 0.0286
*
```

Properties
E_LUMO (eV): 0.206
Orbital gap (eV): 10.8
SMILES: O=c1onc(O)o1
Energy relative to the best compared isomer or geometry (same formula, charge and spin) (kJ/mol): 88.9
HOMO (eV): -10.6

Charges per atom according to natural (NBO) partitioning, unit e: O -0.516; C 0.955; O -0.365; N -0.205; C 0.733; O -0.608; O -0.497; H 0.504